(1)
{
  "formula": "C4H11N2O",
  "method": "wB97M-V/def2-TZVPD",
  "elements": ["H", "H", "C", "H", "H", "O", "H", "C", "H", "H", "C", "H", "C", "N", "H", "N", "H", "H"],
  "xyz": [[1.319, 2.122, -2.062], [-1.234, 2.127, -2.040], [0.249, -0.291, 0.025], [0.605, -1.311, 1.902], [-1.031, -1.582, 2.560], [1.298, -0.649, 0.497], [-1.405, 1.956, -0.242], [1.269, 1.521, -1.125], [-1.793, -0.262, 0.892], [1.563, 2.234, -0.390], [-1.044, -1.052, 0.646], [-1.912, 0.758, -1.444], [-1.256, 1.463, -1.149], [-0.389, -1.740, 1.804], [-1.328, -1.545, -0.205], [0.067, 0.709, -0.899], [2.050, 0.820, -1.303], [-0.270, -2.758, 1.630]],
  "mulliken_charge": [0.3458, 0.3122, 0.6915, 0.3841, 0.3590, -0.6557, 0.4226, -1.0393, 0.3789, 0.3604, -0.7930, 0.3921, -1.0305, -0.2085, 0.3307, 0.0036, 0.3731, 0.3731],
  "lumo_energy_ev": -3.46,
  "e_homo_ev": -13.83,
  "charge": 1,
  "smiles": "CN(C)C(=O)C[NH3+]",
  "total_energy_ha": -343.47548,
  "spin_multiplicity": 1
}

***

(2)
{
  "formula": "C4H11N2O",
  "method": "wB97M-V/def2-TZVPD",
  "elements": ["H", "N", "H", "O", "H", "H", "C", "H", "H", "H", "H", "C", "N", "H", "H", "H", "C", "C"],
  "xyz": [[-1.656, -1.185, -0.075], [2.720, -0.721, -0.945], [-2.795, 1.835, 1.557], [0.437, -2.056, -0.820], [3.455, -0.108, -1.317], [-0.501, 0.836, 1.532], [-2.666, 0.833, 1.172], [-3.356, 0.710, 0.343], [-0.990, 1.583, 0.032], [3.124, -1.175, -0.117], [2.519, -1.434, -1.656], [0.332, -0.921, -0.466], [-0.902, -0.484, 0.046], [-2.884, 0.124, 1.961], [1.238, 0.645, -1.530], [1.675, 0.709, 0.216], [-1.231, 0.741, 0.706], [1.478, 0.070, -0.638]],
  "mulliken_charge": [0.4076, -0.2943, 0.3797, -0.3756, 0.3790, 0.3912, -1.4043, 0.4296, 0.3852, 0.3610, 0.3792, 0.5503, 0.0749, 0.4272, 0.3875, 0.4396, -0.1881, -0.7298],
  "lumo_energy_ev": [-8.29, -13.06],
  "e_homo_ev": [-20.79, -20.91],
  "charge": 2,
  "total_energy_ha": -343.03584,
  "spin_multiplicity": 2
}

***

(3)
{
  "formula": "C4H11N2O",
  "method": "wB97M-V/def2-TZVPD",
  "elements": ["H", "H", "O", "C", "H", "H", "C", "H", "H", "H", "C", "H", "H", "H", "N", "N", "H", "C"],
  "xyz": [[-0.313, -2.848, 2.600], [-0.653, 1.949, 0.069], [-1.430, -0.820, 1.592], [-0.354, -1.392, 1.150], [1.210, 0.063, 0.588], [-1.997, 1.006, -0.617], [-0.235, 0.342, -0.895], [-0.983, 0.038, -1.681], [1.159, -1.258, -0.461], [0.620, 2.421, -1.595], [0.969, 1.364, -1.627], [-1.694, 1.120, 0.862], [1.232, -2.400, 1.878], [2.013, 1.401, -1.069], [0.163, -2.389, 1.811], [-1.219, 1.167, -0.081], [1.007, 0.857, -2.635], [0.506, -0.622, 0.111]],
  "mulliken_charge": [0.3248, 0.3068, -0.2036, 0.6352, 0.4994, 0.3000, -0.4278, 0.5055, 0.4558, 0.4362, -1.0073, 0.3941, 0.3285, 0.3770, -0.2775, -0.2203, 0.3598, -0.7867],
  "lumo_energy_ev": [-9.08, -13.31],
  "e_homo_ev": [-20.70, -20.69],
  "charge": 2,
  "total_energy_ha": -342.93838,
  "spin_multiplicity": 2
}

***

(4)
{
  "formula": "C4H11N2O2",
  "method": "wB97M-V/def2-TZVPD",
  "elements": ["H", "O", "H", "H", "C", "H", "N", "H", "H", "H", "H", "H", "N", "C", "H", "H", "C", "C", "O"],
  "xyz": [[2.798, -1.679, -0.984], [-3.715, 0.779, 1.342], [-2.428, -0.833, 1.566], [0.744, -1.337, 1.101], [1.051, -1.508, 0.029], [3.042, 0.274, 1.214], [-1.839, 0.374, -0.012], [-0.719, -0.166, -0.411], [-1.139, 2.109, -0.834], [0.810, -2.591, -0.184], [-2.580, 1.539, -1.657], [-2.797, 2.230, -0.096], [2.512, -1.292, -0.089], [-2.690, 0.092, 1.015], [3.759, 0.315, -0.461], [2.112, 0.695, -0.198], [-2.115, 1.623, -0.674], [2.907, 0.054, 0.151], [0.284, -0.678, -0.816]],
  "mulliken_charge": [0.2657, -0.7234, 0.3268, 0.2571, -0.4183, 0.2026, -0.2196, 0.4891, 0.2461, 0.2337, 0.2321, 0.3518, -0.3940, -0.0165, 0.3460, 0.2795, -0.9751, -0.7760, -0.7075],
  "lumo_energy_ev": 3.96,
  "e_homo_ev": -4.27,
  "charge": -1,
  "total_energy_ha": -419.01188,
  "spin_multiplicity": 1
}

***

(5)
{
  "formula": "C4H11N2O2",
  "method": "wB97M-V/def2-TZVPD",
  "elements": ["C", "C", "H", "H", "H", "C", "H", "H", "H", "H", "C", "H", "N", "H", "H", "O", "O", "H", "N"],
  "xyz": [[0.526, -0.505, 1.294], [2.314, -0.780, -0.397], [-0.188, 1.455, 0.182], [-1.513, -0.932, 0.913], [0.784, -1.555, 1.479], [-1.728, 1.041, -1.152], [3.253, -0.239, -0.676], [0.309, 0.015, 2.228], [-1.542, 0.239, -1.870], [-1.657, 2.002, -1.670], [-0.680, -0.479, 0.362], [-0.512, -1.066, -0.541], [1.654, 0.121, 0.629], [-3.340, 0.986, 0.031], [1.621, -0.657, -1.279], [2.555, -2.019, -0.001], [-3.165, 1.028, -0.908], [2.359, 0.420, 1.283], [-1.049, 0.925, 0.092]],
  "mulliken_charge": [-0.7646, -0.5236, 0.3572, 0.2365, 0.3994, -0.1760, 0.3327, 0.4167, 0.2518, 0.2844, -0.5953, 0.3655, -0.3366, 0.3035, 0.1483, -0.8713, -0.5671, 0.2216, -0.4830],
  "lumo_energy_ev": 3.72,
  "e_homo_ev": -2.67,
  "charge": -1,
  "smiles": "[O-]CNCCNCO",
  "total_energy_ha": -418.97414,
  "spin_multiplicity": 1
}

***

(6)
{
  "formula": "C4H11N2O2",
  "method": "wB97M-V/def2-TZVPD",
  "elements": ["H", "C", "H", "H", "N", "C", "H", "O", "H", "O", "C", "H", "H", "H", "C", "N", "H", "H", "H"],
  "xyz": [[2.030, 0.559, 0.935], [1.316, -0.043, -1.640], [-1.677, 0.041, 2.229], [-0.408, 1.296, 0.151], [-1.292, -0.191, 1.311], [-0.203, 0.794, 1.102], [-1.989, -0.774, -0.536], [-2.637, 1.144, -0.282], [2.750, -1.273, -1.790], [2.267, -0.718, -2.428], [-2.406, -0.060, 0.214], [1.059, -0.726, 1.673], [-3.352, -0.438, 0.691], [0.377, -1.398, -0.440], [1.103, -0.030, 0.819], [1.175, -0.789, -0.393], [0.007, 1.463, 1.928], [1.533, 1.014, -1.423], [0.347, 0.128, -2.122]],
  "mulliken_charge": [0.3724, -0.3027, 0.2588, 0.2617, -0.4741, -0.3630, 0.1083, -0.8595, 0.3333, -0.5345, -0.3984, 0.4066, 0.3411, 0.2543, -1.0080, -0.3991, 0.4073, 0.2866, 0.3091],
  "lumo_energy_ev": 3.63,
  "e_homo_ev": -2.67,
  "charge": -1,
  "smiles": "[O-]CNCCNCO",
  "total_energy_ha": -418.95961,
  "spin_multiplicity": 1
}

***

(7)
{
  "formula": "C4H11N2O2",
  "method": "wB97M-V/def2-TZVPD",
  "elements": ["H", "C", "H", "O", "H", "H", "H", "H", "H", "O", "H", "C", "N", "H", "H", "C", "N", "C", "H"],
  "xyz": [[3.233, 0.543, -1.714], [0.583, -0.080, -0.036], [1.020, 0.708, 0.604], [-2.850, 1.265, 0.966], [-1.086, 2.186, 0.180], [-0.933, -1.743, 1.206], [-2.362, -0.851, 1.273], [-3.292, 0.738, 0.297], [0.861, -0.929, -1.789], [3.233, -1.533, -1.493], [3.014, -0.254, 0.003], [2.824, -0.322, -1.139], [-1.573, -1.139, 0.718], [-1.035, 1.267, 1.781], [0.819, -0.952, 0.623], [-1.456, 1.283, 0.753], [1.315, -0.170, -1.276], [-0.921, -0.002, 0.010], [-1.394, -0.014, -0.967]],
  "mulliken_charge": [0.2085, -0.9777, 0.3541, -0.5460, 0.2761, 0.2343, 0.2216, 0.3189, 0.1559, -0.8755, 0.1239, -0.1744, -0.5900, 0.2993, 0.2172, -0.4798, -0.3169, 0.4150, 0.1355],
  "lumo_energy_ev": 3.20,
  "e_homo_ev": -2.37,
  "charge": -1,
  "smiles": "N[C@@H](CO)CNC[O-]",
  "total_energy_ha": -418.94756,
  "spin_multiplicity": 1
}

***

(8)
{
  "formula": "C4H11N2O2",
  "method": "wB97M-V/def2-TZVPD",
  "elements": ["H", "N", "H", "C", "O", "H", "C", "H", "H", "H", "C", "O", "H", "H", "H", "H", "H", "C", "N"],
  "xyz": [[1.313, -0.885, -1.449], [0.411, 1.526, -0.093], [-1.375, -1.270, -2.001], [-0.798, -0.419, -1.660], [0.618, 0.110, 2.697], [-1.024, 0.836, -3.376], [0.768, 0.160, 0.281], [1.846, 0.157, 0.428], [0.430, 0.990, -2.610], [-0.560, 1.750, 0.094], [0.178, -0.186, 1.637], [-1.025, -0.820, 1.484], [-1.348, 0.350, -1.142], [0.950, 2.219, 0.410], [0.266, -1.811, -0.386], [-1.340, -1.057, 2.374], [0.120, -0.327, -3.564], [0.415, -0.833, -0.835], [-0.293, 0.317, -2.888]],
  "mulliken_charge": [0.4213, -0.6013, 0.3011, -0.6668, -0.5090, 0.3526, 0.1333, 0.4430, 0.3524, 0.2024, 0.2988, -0.4307, 0.4418, 0.2922, 0.3724, 0.3524, 0.3427, -0.8223, -0.2761],
  "lumo_energy_ev": -3.55,
  "e_homo_ev": -13.60,
  "charge": 1,
  "smiles": "N[C@H](CC[NH3+])C(=O)O",
  "total_energy_ha": -418.77644,
  "spin_multiplicity": 1
}

***

(9)
{
  "formula": "C4H11N2O2",
  "method": "wB97M-V/def2-TZVPD",
  "elements": ["O", "H", "C", "H", "O", "H", "H", "H", "N", "H", "H", "H", "H", "C", "H", "N", "C", "H", "C"],
  "xyz": [[-0.433, -0.677, 2.420], [1.170, 2.190, -0.474], [0.075, -0.861, 1.133], [-1.973, 0.598, -1.219], [0.876, 2.501, -2.345], [-1.267, -1.085, 2.568], [1.879, -2.039, 0.861], [0.461, -2.334, -0.267], [-0.749, -0.200, 0.111], [-2.891, 0.121, 0.245], [-2.176, -1.323, -0.721], [0.342, -3.026, 1.453], [0.967, 3.204, -3.001], [0.345, 0.381, 0.411], [1.530, 1.847, -2.673], [1.146, 1.379, 0.254], [0.796, -2.136, 0.806], [1.944, 1.667, 0.931], [-2.043, -0.206, -0.493]],
  "mulliken_charge": [-0.5216, 0.3224, 0.6173, 0.2970, -0.6838, 0.3410, 0.3028, 0.3095, 0.0167, 0.2851, 0.3074, 0.2740, 0.3195, 0.3162, 0.3468, -0.4296, -1.0001, 0.2815, -0.7022],
  "lumo_energy_ev": -2.94,
  "e_homo_ev": -14.45,
  "charge": 1,
  "total_energy_ha": -418.67765,
  "spin_multiplicity": 1
}

***

(10)
{
  "formula": "C4H11N2O2",
  "method": "wB97M-V/def2-TZVPD",
  "elements": ["H", "O", "N", "H", "N", "C", "O", "H", "H", "H", "H", "H", "C", "C", "C", "H", "H", "H", "H"],
  "xyz": [[1.542, 1.353, 1.487], [-2.142, -0.894, -1.669], [0.667, 0.954, 1.155], [0.038, 1.753, 1.171], [0.361, -0.359, -1.216], [-0.355, 0.575, -2.105], [1.643, -1.631, 3.055], [0.057, 0.572, -3.115], [-0.251, -1.186, -1.110], [0.807, -1.901, 1.261], [0.294, 0.439, 3.222], [-0.892, -0.162, 2.049], [0.932, -1.280, 2.169], [-1.787, 0.104, -2.229], [0.170, 0.026, 2.224], [0.477, 0.128, -0.201], [-0.285, 1.588, -1.713], [-2.491, 0.688, -2.833], [1.214, -0.767, -1.604]],
  "mulliken_charge": [0.2493, -0.4509, -0.7292, 0.2736, -0.2823, -0.6357, -0.3779, 0.3465, 0.4489, 0.2745, 0.3785, 0.3321, 0.0717, 0.1962, -0.5234, 0.3654, 0.3079, 0.3971, 0.3576],
  "lumo_energy_ev": -3.30,
  "e_homo_ev": -13.73,
  "charge": 1,
  "total_energy_ha": -418.72662,
  "spin_multiplicity": 1
}

***

(11)
{
  "formula": "C4H11N2O2",
  "method": "wB97M-V/def2-TZVPD",
  "elements": ["H", "C", "H", "H", "O", "C", "C", "H", "H", "H", "O", "N", "H", "H", "C", "H", "H", "N", "H"],
  "xyz": [[0.145, 1.260, -0.544], [0.365, -1.393, 1.202], [2.970, -0.643, -0.514], [0.836, -1.919, 2.016], [0.218, 3.085, 0.320], [-1.154, -0.198, 0.132], [2.435, 0.063, 0.140], [-2.170, 0.114, -0.108], [-1.566, -1.854, -1.901], [2.290, 0.967, -0.440], [-1.870, -0.938, -2.103], [-0.944, -1.295, 0.889], [-1.602, -1.877, 1.407], [-2.015, -0.985, -3.060], [1.023, -0.408, 0.385], [2.936, 0.113, 1.106], [0.974, 3.537, -0.097], [0.035, 0.262, -0.315], [0.349, 3.152, 1.264]],
  "mulliken_charge": [0.3163, -0.3226, 0.3639, 0.4398, -0.6839, -0.2297, -0.9147, 0.4206, 0.3326, 0.3023, -0.6069, 0.0838, 0.2956, 0.3347, 0.6204, 0.3892, 0.3552, 0.1638, 0.3397],
  "lumo_energy_ev": [-8.99, -12.91],
  "e_homo_ev": [-19.40, -19.41],
  "charge": 2,
  "total_energy_ha": -418.28510,
  "spin_multiplicity": 2
}

***

(12)
{
  "formula": "C4H11N2O2S",
  "method": "wB97M-V/def2-TZVPD",
  "elements": ["S", "N", "H", "C", "O", "H", "O", "H", "H", "C", "N", "H", "H", "H", "C", "H", "H", "C", "H", "H"],
  "xyz": [[1.316, -1.800, 1.389], [2.147, 1.075, -0.674], [2.884, 1.532, -0.272], [-0.314, -0.766, 1.119], [2.573, -1.722, -1.816], [2.648, -1.715, -0.858], [0.957, 2.014, 1.039], [2.252, 0.062, -0.917], [-1.167, -1.419, 1.114], [-2.757, 0.386, -0.022], [-1.482, 1.041, -0.091], [-0.138, -0.427, -0.867], [-0.311, -0.154, 1.969], [-2.652, -0.525, -0.544], [0.966, 1.149, 0.199], [1.514, -1.907, -1.945], [-3.207, 0.279, 0.975], [-0.214, 0.247, -0.027], [-3.549, 1.036, -0.574], [-1.463, 1.617, 0.804]],
  "mulliken_charge": [-0.6041, -0.5162, 0.2321, -0.9243, -0.7388, 0.2665, -0.6122, 0.2753, 0.3298, -0.8801, -0.3999, 0.0982, 0.3262, 0.3822, -0.0256, 0.3609, 0.2702, 0.6105, 0.2459, 0.3033],
  "lumo_energy_ev": 3.57,
  "e_homo_ev": -3.18,
  "charge": -1,
  "total_energy_ha": -817.20823,
  "spin_multiplicity": 1
}